1.
C3H7NS3 | ωB97M-V/def2-TZVPD

## Properties
highest occupied orbital energy (alpha / beta): -8.56 / -8.69 eV
HOMO-LUMO gap (alpha / beta): 6.4 / 7.1 eV

```
14
Properties=species:S:1:pos:R:3:forces:R:3
C 1.113273 1.663418 1.868906 1.4 -1.0 1.4
C -0.755945 -1.566284 0.879236 -2.7 -0.1 -0.2
C 0.832257 0.767585 -2.126163 -2.1 -2.0 1.9
N 0.486806 0.729239 1.197425 -1.4 -1.3 -1.7
S 2.152846 1.459361 3.131330 -0.1 0.1 -0.3
S 0.886770 -0.833314 1.042938 -0.4 -0.3 -0.1
S -0.087487 1.821279 -1.007326 -0.1 -0.3 0.4
H 0.754827 2.572052 1.535572 -0.3 2.3 -0.3
H -1.515861 -1.078355 0.167056 1.4 0.5 1.2
H -1.291020 -1.710497 1.888309 1.0 0.3 -1.5
H -0.788574 -2.510843 0.321250 1.0 -0.3 0.7
H 1.587353 0.267335 -1.574062 1.3 0.0 0.4
H 1.122605 1.269720 -2.948963 1.8 2.3 -2.3
H 0.299522 -0.053390 -2.596026 -0.9 -0.2 0.4
```
Forces are in eV/Å.

***

2.
C2H2Cl2O | ωB97M-V/def2-TZVPD

## Properties
highest occupied orbital energy: -8.78 eV
HOMO-LUMO gap: 8.9 eV

```
7
Properties=species:S:1:pos:R:3:forces:R:3
C 1.192335 -0.396501 -0.179881 -2.2 4.7 1.8
C -0.839969 0.467214 0.335902 3.6 0.4 -2.1
O 2.072242 0.400623 -0.078682 -0.8 -1.8 -0.4
Cl 1.144230 -2.006328 -0.541066 0.2 -1.7 -0.5
Cl -1.971776 0.063655 -0.884697 -0.5 -0.4 -0.6
H -1.092273 -0.097606 1.227728 0.4 0.9 0.4
H -0.504787 1.568940 0.120694 -0.6 -2.3 1.6
```
Forces are in eV/Å.

***

3.
CHCl3 | ωB97M-V/def2-TZVPD

## Properties
highest occupied orbital energy: -11.16 eV
HOMO-LUMO gap: 11.9 eV

```
5
Properties=species:S:1:pos:R:3:forces:R:3
Cl -0.771862 -1.513996 0.297397 -0.1 -0.1 0.0
C 0.009686 0.008702 -0.113094 0.5 -0.3 0.1
Cl 1.526149 0.178514 0.797404 -0.1 0.1 0.0
Cl -1.056624 1.356842 0.174314 -0.2 0.3 0.0
H 0.292651 -0.030062 -1.156021 -0.2 0.1 -0.1
```
Forces are in eV/Å.

***

4.
C12H36KO12 | ωB97M-V/def2-TZVPD

## Properties
charge: +1
highest occupied orbital energy: -12.81 eV
HOMO-LUMO gap: 9.4 eV

```
61
Properties=species:S:1:pos:R:3:forces:R:3
K -0.475110 -0.156226 0.167646 0.4 0.1 -0.3
C 1.015790 -1.115356 -3.303924 0.9 0.1 0.8
C 0.399400 -2.462946 -3.066654 0.2 0.2 -0.6
O 1.189450 -3.329646 -2.258024 -0.4 0.6 -0.9
O 1.247170 -0.531226 -2.004854 -0.2 0.5 -0.2
H 0.457270 -0.456206 -3.968514 -0.6 -0.1 0.2
H 1.966650 -1.245756 -3.820594 0.3 -0.2 0.2
H 0.354900 -2.775956 -4.109794 -0.5 -1.1 0.2
H -0.586420 -2.366696 -2.611694 -0.3 0.0 -0.2
H 1.599450 -2.734286 -1.626324 0.5 -0.1 0.5
H 2.031310 0.018424 -2.072784 0.1 0.0 0.2
C 3.607860 -1.603136 2.530716 -1.0 0.4 0.0
C 2.677420 -2.139406 1.387876 0.7 -0.2 0.1
O 3.415210 -2.266756 0.136516 -1.2 0.5 1.7
O 4.827630 -2.319306 2.529916 -0.2 -0.3 0.1
H 3.114060 -1.719176 3.495496 -0.4 -0.4 0.0
H 3.856200 -0.542636 2.572786 -0.2 0.3 -1.0
H 1.714920 -1.644226 1.259426 0.5 0.8 -0.2
H 2.309250 -3.117546 1.697366 0.5 -0.5 0.1
H 4.213720 -2.626236 0.529906 0.8 -0.3 -0.7
H 4.910410 -2.630156 3.434416 0.5 -0.3 -0.1
C -2.198230 3.430024 1.659256 1.6 -0.2 -0.7
C -3.540870 3.070294 1.146236 0.1 0.6 -0.3
O -4.238460 2.371414 2.118086 -1.2 -0.5 1.1
O -1.318990 2.239824 1.581616 -0.2 0.4 0.3
H -2.212670 3.788074 2.688676 -0.3 -0.1 0.1
H -1.722240 4.222724 1.082046 0.1 -0.3 -0.2
H -3.520580 2.465294 0.239786 0.4 0.4 -0.3
H -4.020760 4.028774 0.948446 -0.6 -0.2 0.0
H -3.698950 1.660244 2.471296 -0.1 -0.1 -0.1
H -1.575810 1.730294 2.353646 0.3 -0.1 0.2
C -1.461700 -3.986986 -0.247264 -0.4 -1.0 -0.4
C -2.254480 -4.904226 0.680276 0.6 1.8 1.2
O -3.318760 -4.139816 1.303086 -0.8 -0.6 -1.1
O -0.802720 -2.912876 0.391676 1.0 0.8 0.4
H -2.071240 -3.544246 -1.035004 -0.6 -0.3 0.1
H -0.728670 -4.597366 -0.774714 0.4 0.2 0.2
H -1.682960 -5.228816 1.549816 0.8 -0.3 -0.4
H -2.524220 -5.813666 0.143376 -0.9 0.4 0.1
H -2.990290 -3.535506 1.972806 0.3 -0.4 0.1
H -1.265170 -2.580226 1.164386 -0.5 -0.6 0.1
C -1.646670 1.671064 -2.572834 -0.5 0.8 -1.7
C -2.257010 3.044424 -2.815634 -0.2 0.7 0.9
O -2.091510 3.893914 -1.690124 0.5 0.0 0.1
O -2.133830 1.080314 -1.396474 0.1 -0.5 0.1
H -0.557120 1.691104 -2.596904 0.1 0.1 0.6
H -1.915160 1.121614 -3.475124 -0.1 -0.6 0.0
H -3.343540 3.039254 -2.902474 -0.1 -0.6 -0.4
H -1.846610 3.545814 -3.692154 0.1 -0.3 -0.3
H -1.139710 3.976074 -1.595684 0.2 0.4 0.4
H -3.075460 0.953194 -1.533494 -0.2 -0.1 0.2
C 2.519040 3.378224 1.472366 -0.1 -0.6 -1.0
C 2.845600 2.075044 0.701346 0.5 1.7 0.7
O 1.916380 1.103614 1.015726 -1.6 -1.7 0.1
O 1.213090 3.885014 1.226176 0.7 0.3 -0.5
H 3.297140 4.082814 1.178746 -0.4 0.4 0.2
H 2.592020 3.183524 2.542346 0.4 -0.2 0.2
H 3.851900 1.803254 1.020076 0.2 -0.3 -0.1
H 2.829470 2.150164 -0.385944 0.0 0.4 0.0
H 1.647020 1.173344 1.934506 0.3 0.1 0.3
H 0.596220 3.149454 1.229116 -0.3 -0.2 0.1
```
Forces are in eV/Å.

***

5.
C4H9NO3 | ωB97M-V/def2-TZVPD

## Properties
highest occupied orbital energy: -9.58 eV
HOMO-LUMO gap: 10.3 eV

```
17
Properties=species:S:1:pos:R:3:forces:R:3
N 0.405274 -1.799741 0.813231 0.0 -0.1 0.0
C 0.865522 -0.433519 0.807723 -0.5 -0.6 -0.1
O 1.597784 -0.126251 -0.328714 0.2 0.0 0.0
O 1.655074 -0.205000 1.951771 0.1 0.3 0.0
C -0.302232 0.574686 0.934974 0.7 0.3 1.0
O -1.349379 0.279844 1.444026 0.0 -0.1 -0.2
H -0.530299 -1.835594 1.206964 0.0 0.0 0.0
H 0.364068 -2.167752 -0.129500 0.0 0.1 0.0
H 2.506202 -0.432756 -0.198501 -0.1 0.0 0.1
H 1.527866 -0.950311 2.551914 0.0 0.0 -0.2
H 0.033378 1.615975 0.765154 -0.2 -0.1 -0.1
C -1.145517 0.246743 -1.689423 -0.2 0.7 -0.6
C -1.095064 1.569826 -1.537681 0.0 -0.7 -0.4
H -2.023913 -0.317937 -1.417751 -0.1 -0.1 0.2
H -0.357258 -0.284879 -2.199581 0.2 -0.1 0.1
H -1.908510 2.125231 -1.103313 -0.2 0.1 0.2
H -0.242998 2.141434 -1.871294 0.2 0.0 0.0
```
Forces are in eV/Å.

***

6.
C48H126N18O10P4 | ωB97M-V/def2-TZVPD

## Properties
highest occupied orbital energy: -8.09 eV
HOMO-LUMO gap: 8.5 eV

```
206
Properties=species:S:1:pos:R:3:forces:R:3
C 1.549549 -0.142282 -2.924458 -0.4 0.7 -0.5
N 1.099828 0.075790 -1.566599 0.5 -0.3 0.6
C 1.569237 1.329275 -0.978438 0.1 -0.6 0.3
P -0.090561 -0.930926 -0.958400 -0.9 2.7 0.2
O 0.083458 -2.373427 -1.136741 0.1 -0.7 -0.7
N -0.210861 -0.410729 0.638719 -0.4 -0.2 0.7
C -1.525619 -0.600848 1.277458 -0.2 0.5 -1.1
C 0.831485 -0.657717 1.637298 0.3 -0.4 -1.1
N -1.485238 -0.327627 -1.735158 0.5 -0.9 0.2
C -1.982587 1.011222 -1.554289 0.1 1.1 0.5
C -2.460042 -1.254533 -2.309680 -0.4 -0.1 0.4
H 1.140561 0.618465 -3.606022 -0.3 0.0 0.0
H 1.192243 -1.100612 -3.299942 0.4 -0.2 0.1
H 2.628875 0.009187 -3.010723 0.1 -0.6 0.1
H 1.665421 1.209237 0.099720 -0.1 0.2 0.0
H 0.941389 2.204237 -1.168593 -0.2 0.0 -0.2
H 2.568409 1.525544 -1.373292 0.0 0.1 0.0
H -1.895167 -1.631939 1.232423 0.1 0.0 -0.1
H -1.512390 -0.300891 2.323617 0.3 0.1 0.0
H -2.186311 0.078450 0.736369 -0.4 -0.3 0.4
H 0.720186 -1.666054 2.053332 0.1 0.1 0.1
H 1.803757 -0.608462 1.138544 0.1 0.0 0.3
H 0.754846 0.092013 2.425433 0.1 0.0 0.0
H -2.182472 1.554681 -2.484020 -0.3 -0.5 -0.2
H -2.870864 1.019207 -0.913175 -0.3 0.0 -0.3
H -1.335135 1.711265 -1.021199 0.5 -0.6 0.1
H -3.397115 -0.762690 -2.580225 0.3 0.5 -0.1
H -2.810392 -1.964819 -1.552722 0.4 -0.4 -0.3
H -2.076236 -1.722489 -3.215248 -0.1 -0.3 0.2
C -2.626810 -6.696668 6.334578 1.5 0.2 -0.5
N -3.006155 -5.345597 6.715826 0.0 0.1 -0.1
C -4.206370 -5.188159 7.515229 0.1 0.3 0.5
P -2.056416 -4.016950 6.320231 -0.1 0.1 0.7
O -0.799503 -4.368792 5.623242 -0.5 -0.3 0.1
N -2.985293 -2.993555 5.368036 -0.7 0.7 0.3
C -3.055937 -3.329914 3.955907 1.4 -0.5 -0.3
C -4.287478 -2.431601 5.777328 0.9 -0.3 -0.1
N -1.882387 -3.239034 7.822330 -0.2 -0.3 -1.9
C -1.351734 -4.025076 8.921875 -1.1 0.2 0.5
C -1.881245 -1.804748 7.971761 -0.4 0.2 0.3
H -1.829583 -7.061203 6.993629 -0.3 -0.3 0.2
H -2.137080 -6.655269 5.357599 -0.2 -0.1 0.0
H -3.432051 -7.422899 6.272046 -0.3 0.3 0.2
H -4.043762 -4.483489 8.337557 0.1 0.0 0.0
H -4.459131 -6.140293 7.980679 -0.1 0.0 -0.1
H -5.065726 -4.801223 6.964180 -0.1 -0.3 -0.2
H -2.053951 -3.667829 3.675915 -0.2 -0.1 -0.2
H -3.769449 -4.131880 3.733397 -0.1 0.0 0.1
H -3.271283 -2.479101 3.305912 -0.2 0.2 0.4
H -4.330833 -2.305166 6.857335 -0.2 0.1 -0.1
H -4.377285 -1.476453 5.259399 -0.2 0.1 0.2
H -5.084209 -3.088054 5.416771 -0.2 0.1 0.2
H -0.625326 -3.454908 9.502666 0.3 -0.1 -0.3
H -2.187260 -4.204008 9.614585 0.2 -0.3 0.2
H -0.971958 -4.990317 8.596973 0.2 0.1 0.0
H -2.229386 -1.304963 7.068654 0.2 -0.2 -0.1
H -0.889687 -1.420119 8.228584 0.0 0.0 0.0
H -2.591025 -1.505919 8.754077 0.2 0.0 0.1
C -7.873729 2.630464 5.118540 0.0 1.2 -0.7
N -6.695932 2.863081 4.277503 0.9 -1.2 0.1
C -5.990848 4.117995 4.571219 0.0 -0.4 -0.4
P -6.662869 2.273171 2.701003 -0.2 -0.9 1.2
O -7.583423 2.950923 1.761179 0.5 -0.4 -0.1
N -5.064531 2.323682 2.289399 -0.1 1.3 -0.4
C -3.926552 1.754791 3.011572 -0.9 0.5 -0.1
C -4.737417 2.743811 0.912912 0.2 -0.1 0.7
N -7.074810 0.637238 2.933347 -0.4 0.5 -0.4
C -7.975195 -0.025055 2.001400 -0.6 0.7 -0.2
C -6.313860 -0.281976 3.757641 -0.6 0.1 -0.3
H -7.571506 2.858520 6.139491 -0.3 -0.2 0.1
H -8.333635 1.648944 5.042454 0.4 -0.2 -0.1
H -8.620815 3.357883 4.771162 -0.3 -0.1 0.6
H -6.336970 4.885840 3.878308 0.1 0.4 0.3
H -4.908108 4.016510 4.479915 0.0 -0.2 -0.3
H -6.130431 4.399750 5.613341 -0.4 0.1 -0.1
H -3.525636 0.933311 2.416538 0.2 -0.1 0.3
H -3.160825 2.519726 3.152792 0.1 -0.1 -0.1
H -4.267464 1.448696 3.997465 0.2 -0.3 0.0
H -5.282412 3.628738 0.589819 -0.5 -0.3 0.1
H -3.694656 3.068668 0.922928 0.1 -0.5 -0.3
H -4.935237 1.873015 0.282373 0.3 0.4 -0.6
H -7.498400 -0.602042 1.203411 0.3 -0.2 0.2
H -8.679790 -0.652218 2.552838 0.1 -0.2 0.0
H -8.586331 0.718002 1.487181 0.1 0.1 0.1
H -5.515152 -0.773070 3.190268 0.3 0.1 0.2
H -6.995566 -1.082709 4.062150 0.0 0.0 0.2
H -5.968665 0.223541 4.657782 0.3 -0.1 -0.1
C 5.426493 0.027565 -4.545142 0.6 0.5 0.3
N 5.592033 0.381114 -3.128009 0.5 -1.2 -0.5
C 5.469482 1.790550 -2.826011 0.7 0.2 -0.3
P 6.483806 -0.601633 -2.045640 -1.3 -0.7 -1.1
O 7.444526 0.121733 -1.209833 0.3 0.5 0.2
N 5.261336 -1.261920 -1.130511 0.0 -0.9 0.2
C 5.026827 -0.840337 0.238348 0.2 -0.5 0.2
C 4.267216 -2.131147 -1.734619 -0.3 -0.5 -0.4
N 7.075896 -1.880201 -2.993660 -0.3 0.5 0.2
C 7.007393 -3.275053 -2.586808 -0.1 -0.1 0.2
C 8.112059 -1.577143 -3.987320 -0.3 0.6 0.5
H 6.211100 0.523749 -5.130128 -0.2 0.2 -0.3
H 4.452734 0.360267 -4.906760 -0.1 0.0 0.0
H 5.540313 -1.037184 -4.728327 -0.3 0.0 0.2
H 4.696310 2.271959 -3.429663 -0.3 -0.3 0.2
H 6.391711 2.320052 -3.102897 0.0 0.1 0.3
H 5.280664 1.934852 -1.762893 0.0 0.1 0.0
H 4.308288 -0.018667 0.344302 0.2 0.2 -0.2
H 4.596562 -1.659313 0.823097 0.1 -0.2 -0.1
H 5.987150 -0.600542 0.690241 -0.1 0.3 0.1
H 3.409152 -2.276534 -1.078601 -0.1 0.4 0.0
H 3.922491 -1.796687 -2.715302 -0.1 0.4 0.1
H 4.604432 -3.152108 -1.941042 0.4 0.1 0.2
H 6.356534 -3.844518 -3.258304 -0.2 0.0 0.1
H 7.969146 -3.793435 -2.625947 0.2 0.4 0.1
H 6.656549 -3.326851 -1.556930 -0.1 -0.2 -0.1
H 8.990564 -1.179869 -3.471366 0.2 -0.1 -0.2
H 7.734908 -0.826136 -4.682010 0.3 0.0 -0.1
H 8.384446 -2.459536 -4.560545 -0.1 -0.1 0.1
C 2.124549 3.397673 -8.095118 0.7 0.7 -0.1
C 0.753052 3.886116 -7.621309 -0.6 -1.1 -0.6
C 0.080254 4.837274 -8.633914 1.4 0.9 0.3
C -0.149323 2.620745 -7.618884 -0.8 0.2 -0.6
C -0.199832 1.802715 -6.360755 0.4 0.2 0.9
C -0.378548 2.732261 -5.159343 0.0 -0.3 -0.8
C 0.698969 3.804093 -5.040098 0.2 0.7 -0.1
C 0.143558 4.796984 -4.027167 0.9 0.9 1.2
C 2.081982 3.299680 -4.587964 -0.8 -0.9 0.0
N 0.792455 4.520468 -6.311642 -1.6 -0.3 -0.6
O 1.592801 5.686436 -6.292173 0.1 -0.4 -0.1
H 2.141634 2.913815 -9.073120 -0.4 0.1 -0.1
H 2.801202 4.253769 -8.167786 0.1 -0.1 0.2
H 2.543933 2.672429 -7.395822 0.0 0.1 0.1
H 0.047371 4.400535 -9.630403 -0.4 -0.2 0.1
H -0.860817 5.235852 -8.257260 -0.3 -0.6 -0.1
H 0.692424 5.740930 -8.757829 0.2 -0.1 -0.1
H -1.192673 2.847815 -7.876544 0.0 0.6 0.4
H 0.102113 2.039803 -8.511906 0.5 -0.2 0.2
H -1.087653 1.168936 -6.397737 0.3 -0.4 0.0
H 0.709222 1.221070 -6.180251 -0.1 -0.2 -0.2
H -0.436300 2.159953 -4.231550 0.0 0.1 0.1
H -1.335118 3.237592 -5.318670 0.0 0.1 0.3
H -0.823258 5.222478 -4.288948 0.0 -0.2 -0.2
H 0.846396 5.622698 -3.865952 -0.1 0.1 -0.4
H 0.086179 4.399389 -3.006505 -0.3 -0.5 -0.2
H 1.985618 2.961520 -3.552966 0.5 0.5 0.2
H 2.825478 4.067428 -4.785441 0.1 0.0 0.4
H 2.375693 2.388532 -5.117956 0.0 0.1 -0.3
H 0.986798 6.332307 -6.672402 0.2 0.2 0.2
C -1.697096 5.405039 -0.331669 -1.3 0.6 0.7
N -0.519094 4.928327 0.362310 -0.7 0.4 -1.3
C 0.642112 5.789128 0.200557 0.3 -0.5 0.9
C -0.520770 3.724107 0.969417 1.3 0.0 -0.8
O -1.430803 2.917863 0.934827 -0.1 0.2 0.5
H -2.610402 4.991904 0.100237 0.3 -0.4 0.0
H -1.771777 5.256752 -1.410298 0.6 -0.2 0.0
H -1.831262 6.473333 -0.134706 0.4 0.1 -0.2
H 0.808093 6.104380 -0.827999 -0.4 0.0 -0.1
H 0.502601 6.636260 0.873222 0.3 0.3 -0.3
H 1.553181 5.261103 0.488951 -0.1 -0.1 0.2
H 0.490997 3.543876 1.375315 -0.3 -0.4 0.5
C 2.015084 -0.531431 6.841245 0.2 -0.4 0.5
N 1.741750 -1.296888 5.641259 0.1 0.8 0.0
C 0.384390 -1.318134 5.177861 -1.0 -0.1 -0.2
C 2.772320 -1.826302 4.944790 0.2 -0.2 0.7
O 3.912083 -1.857566 5.379786 0.1 0.1 -0.6
H 3.042446 -0.661274 7.171614 0.1 -0.2 -0.3
H 1.407663 -0.918176 7.661150 -0.3 0.2 0.0
H 1.856514 0.539781 6.702067 -0.3 0.0 -0.1
H -0.058056 -0.360670 4.871866 0.7 0.3 -0.2
H 0.275118 -2.025044 4.357938 0.0 0.0 0.1
H -0.302911 -1.621384 5.966611 0.3 -0.5 0.1
H 2.489907 -2.271285 3.981418 -0.1 0.0 0.0
C 0.727788 -5.345821 -2.175509 -0.4 -0.3 -0.5
N 0.024886 -5.139445 -3.438234 0.3 -0.1 -0.3
C 0.542464 -5.930739 -4.541047 -0.4 -0.7 0.0
C -1.064814 -4.367234 -3.581220 -0.7 -0.6 0.3
O -1.709339 -4.275423 -4.615695 0.1 0.4 0.1
H 0.230784 -4.853914 -1.345604 0.1 0.3 -0.1
H 1.756984 -5.008360 -2.295844 0.1 0.1 0.3
H 0.717052 -6.422672 -1.992950 0.2 0.0 0.2
H 0.549284 -6.981199 -4.230060 0.7 0.1 0.3
H -0.104708 -6.025970 -5.411338 -0.2 1.0 0.1
H 1.522069 -5.556626 -4.834190 0.1 -0.3 -0.1
H -1.380498 -3.918583 -2.623924 0.2 0.2 -0.2
C 0.390237 -2.265904 -6.036200 2.6 0.5 -0.8
N 1.848475 -2.102452 -6.343041 -0.8 0.5 0.2
C 2.120188 -1.141224 -7.392530 -0.6 0.1 -0.6
C 2.818947 -2.765328 -5.691160 0.2 0.3 -0.2
O 4.013434 -2.614246 -5.885003 0.0 -0.1 0.0
H -0.026908 -2.388301 -7.034067 -0.8 -0.6 0.4
H 0.075860 -1.302628 -5.635119 -0.5 -0.3 0.4
H 0.368283 -3.109195 -5.358871 -0.9 0.0 -0.1
H 3.043717 -0.582696 -7.275952 0.2 -0.4 0.0
H 2.029741 -1.617220 -8.374883 0.7 -0.2 0.0
H 1.306738 -0.414840 -7.470690 0.0 0.1 0.6
H 2.440347 -3.473301 -4.934430 -0.1 0.0 0.0
C 4.400194 1.568855 5.091900 0.5 0.4 0.5
N 3.403773 1.933031 4.108914 0.0 -1.4 0.3
C 3.655897 1.389045 2.781014 0.3 1.6 -0.4
C 2.303609 2.648483 4.423115 0.5 -0.4 -0.2
O 1.411580 2.938429 3.649482 -0.2 0.1 0.0
H 5.365476 1.915031 4.712938 0.1 0.0 0.3
H 4.502401 0.509031 5.338024 -0.4 -0.2 -0.6
H 4.199169 2.033056 6.059710 0.0 0.4 -0.2
H 4.474806 1.990805 2.366235 0.0 0.0 -0.2
H 4.031230 0.369409 2.720712 -0.5 -0.2 0.5
H 2.782213 1.597995 2.168264 0.0 -0.4 0.0
H 2.339094 2.953554 5.482958 -0.2 0.1 0.0
```
Forces are in eV/Å.

***

Strongest force on any atom readings, ordered: 3.727; 5.509; 0.600; 2.307; 1.251; 2.858 eV/A
M readings, ordered: 153.297; 112.943; 119.378; 411.506; 119.120; 1239.548 g mol⁻¹
Energy relative to the best compared isomer or geometry (same formula, charge and spin) readings, ordered: 84.3; 58.0; 0.2; 51.7; 55.2; 0.0 kcal per mole